C80H220N20O20 | ωB97M-V/def2-TZVPD

Each line ends with the Löwdin charge.
CARTESIAN COORDINATES (ANGSTROEM)
C -5.456 -4.144 -0.472  -0.40
H 1.293 -9.655 -0.858  0.12
C 5.420 -1.287 -2.785  -0.41
H 6.712 4.957 -2.423  0.12
C -2.013 -8.920 -1.174  -0.04
H -0.633 4.219 1.817  0.07
H 1.447 -5.537 1.961  0.06
H -0.229 2.752 5.364  0.04
H 1.691 3.446 -3.667  0.06
C 0.282 -0.424 9.013  -0.11
H 1.815 -2.062 -4.032  0.07
N 6.822 3.380 -3.663  0.04
N 6.010 -6.644 0.823  0.03
H 4.039 -2.828 -3.568  0.06
H -3.890 5.826 3.636  0.08
H 1.600 -10.657 2.009  0.12
H 7.048 -0.617 -1.740  0.06
C 4.241 5.703 3.078  -0.20
C 5.620 5.354 -4.208  -0.03
H 5.007 -0.020 8.709  0.07
N -2.206 -2.709 -2.179  0.06
H -3.903 1.793 0.342  0.09
C 0.829 2.830 5.613  -0.06
H 0.907 3.534 6.441  0.08
H 7.156 2.878 -2.853  0.07
C 0.773 -2.042 -8.031  -0.19
N -1.665 -5.579 -4.269  0.06
H 6.452 0.319 8.087  0.07
H -5.341 2.017 4.851  0.12
H 0.060 -10.270 1.296  0.10
H 2.627 -3.267 5.076  0.08
H -2.805 2.593 -4.921  0.07
C 4.494 -0.070 -2.643  -0.20
H -4.247 5.584 -7.335  0.07
H -2.788 2.880 5.802  0.08
C 0.386 0.724 6.973  -0.22
H 2.273 -0.033 4.924  0.01
H 6.412 5.500 -4.942  0.07
H -0.055 -0.126 6.452  0.11
C 0.212 4.948 -3.851  -0.48
H -0.143 -7.490 -5.396  0.07
C -2.928 -2.262 -4.421  -0.03
H -1.961 -4.728 -3.812  0.03
H -1.628 -5.525 -0.247  0.11
H 6.581 7.245 2.200  0.07
H -5.501 6.544 -7.770  0.08
O -5.557 4.349 -3.791  -0.20
N -1.763 5.781 -1.097  0.05
H 2.602 1.515 -2.675  0.07
H -3.699 -3.032 0.470  0.07
H 0.911 -0.884 9.775  0.09
H 5.191 -2.697 0.858  0.07
H -1.922 -0.855 -3.115  0.11
H 4.414 3.005 0.812  0.05
H 6.051 -0.599 4.727  0.07
O 1.908 -1.183 -8.056  -0.20
H 6.583 -1.792 5.883  0.09
H -6.840 5.982 6.808  0.09
N -0.017 6.262 -3.319  0.05
H -5.368 6.597 5.967  0.08
H 7.136 -0.201 6.145  0.07
H 4.637 -6.253 3.194  0.13
H 3.115 -5.193 -0.219  0.08
N -4.668 -4.397 -1.642  0.04
C -1.078 4.491 2.774  -0.06
H -5.322 3.595 -5.551  0.13
O -2.515 -3.033 3.786  -0.16
C 6.269 -0.753 5.785  -0.07
H 4.196 3.311 -2.829  0.09
H -1.451 5.128 -0.393  0.07
H 0.803 6.604 -2.839  0.07
O 4.164 4.897 -1.545  -0.20
H 2.594 -1.602 -6.123  0.07
H -2.421 5.900 4.332  0.10
C 1.052 -10.659 1.067  -0.16
H -2.018 -2.695 -4.836  0.06
O 0.197 -3.295 -3.627  -0.24
C 4.872 -5.709 0.992  -0.42
O 3.442 6.264 2.024  -0.21
H -1.521 0.104 0.128  0.12
H 5.063 8.173 1.839  0.07
C -1.028 4.101 -3.865  -0.13
H 4.750 4.942 -4.719  0.08
H 1.321 3.250 4.735  0.06
H -3.252 -1.423 -5.036  0.08
H 5.339 3.186 -1.472  0.11
O 1.042 0.297 8.099  -0.21
H 5.474 1.568 1.194  0.08
C 4.921 3.855 -2.224  -0.18
H 5.515 -3.458 -2.821  0.08
O 1.089 -11.981 0.510  -0.18
H -5.479 6.479 7.723  0.09
H 1.677 6.025 1.023  0.07
H 1.379 -0.548 0.004  0.11
H 5.880 -1.187 -3.768  0.14
H -3.934 4.562 -5.050  0.09
N 2.279 1.936 2.061  0.06
C 5.050 6.843 3.632  -0.46
H -5.682 4.444 4.768  0.10
H 0.476 -0.933 1.484  0.11
H -0.258 0.713 -2.042  0.07
H 4.294 7.445 4.137  0.14
H -0.926 0.925 2.043  0.03
H -3.384 3.507 4.425  0.01
H -2.964 2.335 -1.070  0.09
C 4.583 2.140 1.453  -0.04
H 5.840 6.139 -1.045  0.08
H -7.942 -0.948 0.702  0.08
H 3.428 1.852 -4.224  0.09
H -6.971 -3.053 -1.688  0.12
C -3.847 -0.910 -2.418  -0.14
H 1.924 1.083 -4.239  0.08
H -6.023 -2.016 -0.728  0.10
H -7.445 6.593 -6.442  0.08
H 1.546 -2.222 6.136  0.09
H -5.854 0.801 -2.214  0.08
C -2.692 -1.624 -3.051  -0.40
H 0.467 5.134 -4.895  0.14
H -4.239 0.808 6.680  0.07
H 3.763 -9.784 1.075  0.08
C -0.058 1.258 -1.119  -0.02
H 4.762 2.532 2.454  0.07
O -2.665 3.482 0.677  -0.23
H -6.634 3.611 5.906  0.12
C 0.393 -0.777 0.408  -0.14
H 5.558 5.985 5.372  0.07
H -4.300 -1.333 2.870  0.08
N -1.699 0.629 3.814  0.06
C -5.750 5.990 6.788  -0.11
C -5.217 1.083 -3.052  -0.11
H -3.711 3.062 2.393  0.12
H 0.257 -5.883 -3.449  0.12
H 3.348 -10.811 -0.222  0.07
C -2.508 -0.593 3.855  -0.43
C 4.742 -2.164 1.696  -0.08
O -3.946 0.454 -2.998  -0.22
H -0.754 -7.519 2.890  0.10
C -5.605 3.920 5.720  -0.21
H -0.796 -1.086 -9.830  0.07
H 7.623 3.881 -4.021  0.07
C -3.678 9.642 -0.607  -0.11
H 1.270 -6.486 -5.671  0.07
N 6.024 6.404 4.579  0.04
H -4.001 -3.646 -1.741  0.02
C 4.108 -6.021 2.269  -0.16
H 5.390 6.338 -3.801  0.08
C 4.011 -1.515 6.630  -0.14
C -6.464 -3.013 -0.724  -0.19
H -4.922 -3.723 1.568  0.08
C 2.847 1.121 -3.661  -0.11
C 0.800 -3.028 -0.177  -0.06
H -3.911 5.428 -2.856  0.06
O -2.425 9.497 -1.197  -0.15
H 3.875 -9.048 -0.517  0.06
H 1.007 1.435 -0.965  0.07
C -5.023 4.527 -5.071  -0.21
H 5.460 -4.796 1.094  0.11
H -0.146 -1.237 8.427  0.09
H -1.880 -2.258 -1.335  0.05
H -0.331 -6.126 -6.471  0.07
H 2.592 4.536 1.209  0.06
H 1.306 4.212 -2.182  0.09
C 1.752 -9.607 0.130  -0.40
H 5.933 -1.176 -0.819  0.04
C 3.314 -9.765 0.082  -0.05
H 3.638 5.229 3.852  0.12
H -3.344 -0.321 1.923  0.07
H -4.314 4.509 1.594  0.13
H -5.472 6.284 -3.054  0.09
H -0.679 -0.954 -6.879  0.13
C -4.756 2.606 5.556  -0.39
H 6.575 -6.310 0.055  0.07
H -1.431 8.261 -2.288  0.12
C 4.775 -2.659 -2.782  -0.07
C 4.053 -5.746 -0.267  -0.04
H -0.972 0.652 4.516  0.04
H -2.239 1.457 4.018  0.02
N -2.939 -6.863 -2.059  0.02
H -1.150 -8.935 -1.840  0.07
H -0.587 6.058 -2.510  0.00
C -0.596 -1.335 -7.898  -0.47
H -1.217 2.051 0.976  0.04
H 0.771 -3.655 -1.069  0.08
H -6.064 -4.983 -0.134  0.14
C 0.748 -2.013 -3.817  -0.08
H 0.794 -7.812 0.695  0.02
H -1.872 -6.254 -3.546  0.01
H -1.329 -3.044 -2.549  0.04
C 2.285 5.448 1.720  -0.06
C 0.417 -4.141 -4.712  -0.20
C -2.499 4.953 2.527  -0.42
H 2.012 1.315 4.075  0.02
H 1.796 -6.143 3.550  0.09
H -3.224 -7.633 -0.080  0.12
H -4.030 2.257 7.688  0.08
O 4.286 -0.922 1.175  -0.21
C -2.436 -7.436 -0.807  -0.38
N -0.505 1.389 1.251  0.05
H -7.321 6.177 -4.674  0.08
H -5.634 1.692 7.284  0.07
H -9.200 -2.170 0.951  0.08
O 3.286 -1.387 5.401  -0.26
C 5.729 7.786 2.611  -0.04
H -1.219 3.935 -2.805  0.10
H 1.536 -0.188 -6.292  0.07
H 6.663 5.709 4.222  0.07
H 0.860 -2.482 -9.024  0.13
H 0.230 -1.475 -4.611  0.08
H -3.969 10.657 -0.335  0.09
N -5.240 5.732 -7.229  0.04
C 1.450 4.421 -3.243  -0.06
H -3.777 -2.944 -4.477  0.08
H 2.264 1.604 6.627  0.12
H -4.306 3.202 -0.590  0.07
C -4.996 5.322 -2.863  -0.07
H 4.318 -2.561 6.634  0.13
H 1.860 -2.786 -0.095  0.08
H -2.244 -5.125 3.859  0.09
H 2.340 5.013 -3.454  0.08
H -1.514 -9.362 -0.311  0.04
N 1.682 -8.293 0.735  0.05
H 0.431 -3.526 0.719  0.08
H 4.028 -0.132 -1.659  0.11
N -3.048 5.298 3.817  0.04
H 3.393 -1.354 7.513  0.11
H -3.707 -0.732 -1.352  0.12
H -5.184 6.646 -5.419  0.12
H 1.177 -12.014 -1.530  0.09
H 1.625 5.278 2.571  0.07
H 4.935 4.963 2.678  0.11
C 2.177 -2.290 5.249  -0.07
H -0.419 5.257 3.184  0.08
C 6.022 4.407 -3.063  -0.49
H -3.783 -4.741 0.753  0.06
H -1.786 1.336 -4.107  0.07
H 4.625 -5.170 -0.994  0.07
C 5.157 -0.435 6.725  -0.43
H 5.029 0.879 -2.601  0.11
H 3.182 0.997 0.436  0.11
C -0.730 7.432 0.226  -0.04
H 6.114 8.674 3.113  0.07
H 4.865 0.586 6.481  0.13
H -1.109 3.577 3.366  0.07
C -8.369 -1.872 0.311  -0.09
H 0.139 -13.234 -0.728  0.09
H -2.931 7.062 0.074  0.12
H -1.370 -1.819 2.492  0.11
C -2.285 8.199 -1.613  -0.24
N -0.872 -0.485 -9.022  0.05
H -0.431 0.209 9.540  0.09
O -0.758 2.871 -4.664  -0.18
H -0.831 -4.169 3.915  0.07
C -7.081 5.886 -5.696  -0.06
H -7.466 4.881 -5.870  0.09
H 3.810 -6.741 -0.638  0.06
C 3.369 1.181 1.494  -0.41
C -0.214 -5.543 -4.372  -0.39
H -5.163 4.938 -1.857  0.07
H 2.384 -7.686 0.337  0.03
C -3.466 2.657 -0.158  -0.09
C -1.271 -6.552 -0.320  -0.16
C -4.623 1.805 6.893  -0.05
H 0.215 7.513 -0.312  0.09
H 0.987 -2.817 -7.295  0.10
O -0.102 -1.902 -0.389  -0.22
H 5.508 -1.949 2.440  0.09
O 3.303 -4.926 2.788  -0.21
C -5.620 5.742 -5.844  -0.49
H 2.390 2.874 1.704  0.03
O -0.646 -6.919 0.903  -0.26
H 1.562 -2.054 4.381  0.07
C 1.915 -5.269 2.908  -0.11
C -1.817 -4.208 3.452  -0.12
N 1.592 0.691 4.749  0.08
H 0.014 -3.715 -5.631  0.10
H 3.490 -6.899 2.081  0.10
C 2.348 -0.748 -6.755  -0.08
H 3.190 -0.095 -6.985  0.10
H -1.841 4.680 -4.303  0.11
H -3.122 7.859 -2.222  0.11
C 3.632 -0.166 2.174  -0.19
C -1.850 2.068 -4.912  -0.12
H -0.458 -6.498 -1.044  0.12
O 3.498 -0.171 -3.645  -0.17
C 0.185 -6.465 -5.573  -0.07
H -0.789 -1.787 4.095  0.11
H 5.182 5.080 0.255  0.07
H -5.158 2.171 -3.029  0.06
H -2.929 -0.697 4.855  0.13
H -2.878 -9.523 -1.451  0.08
C -2.023 7.126 -0.525  -0.37
O -5.164 4.695 6.821  -0.18
C 0.486 -12.201 -0.707  -0.14
H -1.528 -3.155 -7.393  0.07
H 1.395 1.543 1.771  0.03
H 4.135 -0.162 3.141  0.11
N 6.399 -1.390 -1.690  0.05
H -5.280 -4.281 -2.437  0.08
O -7.451 -2.986 0.340  -0.21
C 1.382 1.449 6.006  -0.36
H -0.089 0.153 -9.044  0.07
H 6.697 -6.559 1.559  0.07
H -2.669 5.368 -1.264  0.05
C -3.677 -0.442 2.953  -0.06
H 2.667 -0.617 2.403  0.10
H -0.536 2.233 -1.212  0.06
H -2.218 -6.623 2.203  0.07
H -2.664 -1.937 -7.856  0.09
H 1.226 -4.523 3.303  0.05
H -0.898 8.383 0.733  0.09
C -3.414 3.930 1.804  -0.15
H -4.394 9.430 -1.402  0.09
H 3.947 -2.744 2.166  0.08
H -0.545 6.657 0.970  0.04
H -1.787 -8.319 1.803  0.08
H -2.281 5.845 1.940  0.11
H -4.813 -1.380 -2.600  0.11
N -3.409 2.696 5.026  0.03
C -1.402 -7.326 2.035  -0.08
H -1.814 1.538 -5.864  0.09
H -8.677 -1.770 -0.729  0.08
H 4.217 -2.780 -1.853  0.06
H 0.642 -1.422 -2.907  0.08
C 4.944 5.688 -0.618  -0.08
H -3.334 -5.954 -1.863  0.03
H -3.793 8.954 0.231  0.08
H 4.399 6.580 -0.310  0.09
H -1.630 -4.314 2.383  0.07
H -0.428 1.362 7.318  0.12
C -1.666 -2.318 -8.077  -0.11
N 5.709 -0.364 8.071  0.03
C -4.401 -3.853 0.620  -0.04
H -5.783 0.975 -3.977  0.09
C -0.504 0.496 0.136  -0.41
H 1.493 -4.261 -4.840  0.12
H -0.396 -11.571 -0.821  0.08
H -1.725 -2.749 -9.076  0.09
C -1.717 -1.830 3.525  -0.15
H -4.418 0.320 3.196  0.07
H -3.791 -7.322 -2.347  0.09

Calculated values
ΔE to the lowest compared entry with this formula, charge and spin = 546.4 kJ/mol
2S+1 = 1
Energy = -5779.37520 a.u.


C80H58Cl2N2O10 | ωB97M-V/def2-TZVPD

Each line ends with the Löwdin charge.
CARTESIAN COORDINATES (ANGSTROEM)
H 17.732 1.853 4.197  0.12
C 27.568 2.873 -3.463  -0.11
C 19.570 -2.794 -5.985  -0.07
C 13.178 1.659 6.654  -0.02
C 20.736 -6.638 -2.719  -0.07
C 15.166 1.636 5.122  -0.23
C 13.117 -6.543 -2.251  -0.04
C 13.676 1.439 5.430  -0.11
C 15.369 0.603 1.457  0.02
C 16.995 1.566 3.462  -0.01
H 17.731 -4.606 -1.920  0.08
O 18.007 -6.726 -5.258  0.04
H 17.824 -8.297 -3.353  0.11
C 25.725 1.305 -5.125  -0.10
H 20.603 3.371 -3.975  0.05
H 18.632 -5.413 5.480  0.11
H 11.832 -8.408 -4.873  0.10
O 13.714 -7.885 -0.275  0.05
H 9.953 0.838 6.235  0.11
C 21.442 -3.294 -4.473  0.02
C 20.209 -8.262 -0.943  -0.05
C 15.298 -3.284 1.076  -0.07
H 24.460 0.494 -2.025  0.13
C 25.522 1.333 -3.714  -0.09
C 14.718 -2.759 5.992  -0.33
C 13.199 -3.167 8.014  -0.02
C 17.832 -2.500 3.971  -0.07
H 24.118 -4.403 5.851  0.07
H 15.147 -6.670 1.366  0.11
H 12.653 -2.268 7.767  0.11
H 14.674 0.216 0.727  0.11
H 16.066 -1.362 4.067  0.10
C 26.611 2.207 -5.749  -0.27
C 20.922 1.327 -3.608  -0.65
H 18.794 -3.288 -2.496  0.06
H 12.348 -6.378 -6.078  0.10
H 13.172 -6.020 10.008  0.10
C 29.592 4.520 -4.745  -0.06
C 23.720 -3.594 5.238  -0.11
O 13.455 -3.003 -2.905  0.09
N 21.445 -1.311 -1.673  0.17
H 28.641 3.821 -6.543  0.11
H 21.508 0.489 -3.983  0.03
O 26.771 2.227 -6.978  0.08
C 28.465 3.555 -2.744  0.00
C 20.860 -4.525 -4.103  -0.08
H 23.485 -1.176 -3.296  0.07
O 22.605 -5.071 -2.606  0.07
C 16.571 -2.236 4.453  -0.01
C 26.365 2.248 -2.917  -0.36
O 13.989 -1.917 5.530  0.13
C 27.632 2.967 -4.884  -0.03
C 19.355 -1.965 -0.108  -0.17
C 21.932 -1.462 4.000  -0.27
H 11.717 -3.889 9.341  0.10
C 18.667 -3.563 4.419  -0.03
H 18.291 -1.830 3.259  0.08
C 20.719 -2.367 -5.322  -0.02
H 19.477 -4.044 -0.174  0.11
C 15.651 1.374 3.751  -0.11
C 18.054 -4.521 5.284  0.03
H 18.558 1.675 1.962  0.11
C 18.991 -6.224 -4.611  -0.21
C 15.015 -4.809 7.501  -0.04
H 24.580 -3.209 4.690  0.07
H 21.004 1.130 -2.539  0.05
C 16.217 -5.290 6.721  -0.24
O 15.928 1.929 6.073  0.07
C 12.694 -4.077 8.922  -0.02
C 17.570 1.317 2.211  -0.06
C 13.624 -4.057 -2.281  -0.26
C 15.037 -5.690 0.925  0.03
C 14.793 0.870 2.739  -0.07
H 23.556 -2.193 6.890  0.10
C 28.623 3.809 -5.463  0.00
C 15.485 -4.561 1.653  -0.02
C 16.033 -3.040 5.475  -0.08
H 10.910 0.240 3.956  0.12
Cl 19.209 1.108 -4.133  0.53
C 22.924 -2.541 6.073  -0.18
C 16.741 -4.218 5.831  -0.07
C 14.313 -3.501 7.209  -0.02
C 29.525 4.313 -3.381  -0.05
H 21.125 -1.398 -5.573  0.09
H 30.443 5.116 -5.042  0.11
H 18.070 -4.133 -6.144  0.13
H 21.942 -2.902 6.375  0.10
C 11.804 1.467 6.929  -0.06
C 12.960 -5.264 -4.292  -0.01
H 15.661 -2.401 1.581  0.09
H 28.438 3.602 -1.665  0.12
C 18.783 -8.107 -2.894  -0.01
H 15.234 -6.393 8.851  0.12
H 18.577 -1.202 -0.120  0.09
H 21.684 2.612 -5.157  0.07
Cl 22.838 3.310 -3.236  0.64
C 13.442 -5.321 9.230  -0.03
H 23.050 -4.055 4.512  0.06
H 23.932 -1.434 -5.740  0.11
H 25.293 0.016 -6.896  0.13
C 12.590 -7.693 -2.966  0.00
C 12.462 -6.393 -5.004  -0.03
C 14.733 -3.201 -0.167  -0.03
C 19.605 -4.849 -4.800  -0.08
C 19.100 -8.656 -1.674  -0.08
H 18.424 -9.346 -1.191  0.11
C 12.821 1.078 4.361  -0.06
N 21.371 -1.736 3.060  0.18
C 16.745 0.840 1.229  -0.07
C 18.037 -3.572 -1.765  -0.07
H 13.717 1.996 7.527  0.12
H 11.466 1.701 7.927  0.11
H 22.378 -3.053 -3.992  0.09
H 17.901 -3.459 0.369  0.08
H 20.508 -8.573 0.047  0.10
C 14.318 -5.560 -0.295  -0.09
C 12.247 -7.594 -4.297  -0.07
C 21.505 -5.384 -3.122  -0.27
H 19.111 -2.116 -6.690  0.12
H 21.984 -7.190 -0.979  0.11
H 30.264 4.730 -2.712  0.10
O 26.051 2.350 -1.809  0.16
C 21.439 2.683 -4.097  -0.67
C 22.699 -1.200 5.179  -0.16
H 22.072 -0.439 5.645  0.11
C 24.064 -0.469 -3.871  -0.08
C 13.169 -5.309 -2.940  -0.11
C 10.983 0.994 5.952  -0.07
H 15.938 -4.615 2.632  0.09
H 13.014 -4.415 -4.958  0.12
C 24.573 0.543 -3.098  -0.04
O 12.574 0.466 2.010  0.11
C 19.499 -6.968 -3.373  -0.07
C 19.025 -3.978 -5.665  -0.05
H 23.640 -0.758 4.850  0.12
C 20.502 -1.629 -1.021  -0.13
H 17.129 0.634 0.240  0.10
H 19.675 -3.733 4.072  0.08
C 24.341 -0.582 -5.218  -0.07
C 13.300 0.809 2.911  -0.26
C 14.187 -4.269 -0.902  -0.05
O 16.871 -6.371 6.888  0.05
H 14.663 -2.208 -0.588  0.11
H 12.519 -8.646 -2.464  0.11
H 19.656 -1.856 0.934  0.08
C 18.679 -3.332 -0.385  -0.23
C 21.121 -7.392 -1.596  0.00
C 25.138 0.299 -5.866  0.00
C 14.605 -5.553 8.595  -0.06
H 17.190 -2.897 -1.890  0.07
C 13.692 -6.739 -0.847  -0.24
C 11.484 0.809 4.672  0.00

Calculated values
2S+1 = 1
Energy = -4865.54111 a.u.
Structure (SMILES) = O=C1c2ccccc2C(=O)c2ccccc21.O=C1c2ccccc2C(=O)c2ccccc21.O=C1c2ccccc2C(=O)c2ccccc21.O=C1c2ccccc2C(=O)c2ccccc21.O=C1c2ccccc2C(=O)c2ccccc21.CCCC#N.CCCC#N.ClCCCl